Entry 1:
57
Properties=species:S:1:pos:R:3:forces:R:3 method="wB97M-V/def2-TZVPD" relative_energy_kcal_mol=6.2 charge=-1 gap_ev=6.9808 lumo_energy_ev=2.64
Pb -0.539900 -0.499600 0.217300 -0.9 0.4 0.2
O 1.380900 0.345400 1.590200 -0.9 0.1 0.3
N 1.180200 1.185100 2.531200 0.8 0.1 0.0
N -0.020800 1.469700 2.855200 0.1 -0.6 -0.4
O -1.097300 0.981500 2.331100 0.0 -0.1 -0.2
C -0.140500 2.436000 3.876900 0.1 0.8 0.7
C -1.302900 3.189300 3.991200 0.0 -0.3 -0.3
C -1.387500 4.168400 4.963600 0.1 0.1 0.1
C -0.331100 4.389300 5.831400 0.0 0.1 0.1
C 0.821300 3.625000 5.724400 0.0 0.1 0.0
C 0.921100 2.651600 4.751000 0.0 -0.1 0.0
H -2.116800 3.000200 3.308200 0.0 -0.1 -0.1
H -2.277500 4.776000 5.032400 -0.1 0.0 0.0
H -0.400600 5.159800 6.585400 0.0 0.1 0.1
H 1.651400 3.799100 6.395300 0.0 0.0 0.0
H 1.809200 2.050500 4.648400 0.1 0.0 0.0
Cl -4.454900 1.366400 -6.341300 -0.2 0.0 -0.2
C -3.277200 1.214600 -5.071400 0.0 -0.2 0.0
C -2.605500 2.364900 -4.646500 0.1 -0.1 0.2
C -1.701000 2.270800 -3.630100 -0.1 0.0 -0.2
Cl -0.842500 3.682100 -3.118600 0.1 0.2 0.1
C -1.399200 1.043100 -2.940600 -0.1 0.0 -0.1
O -0.597300 1.039100 -1.978400 0.0 0.0 -0.1
C -2.064600 -0.119500 -3.476200 0.1 0.6 0.2
C -1.745000 -1.443100 -3.011100 -0.1 -0.3 -0.3
O -0.943900 -1.766900 -2.154500 0.0 -0.1 -0.1
C -3.000400 -0.003500 -4.513700 0.0 0.2 0.0
H -2.798000 3.313600 -5.120100 0.0 0.1 0.0
H -2.285400 -2.241800 -3.567500 0.0 0.0 0.1
H -3.499700 -0.894700 -4.867700 -0.1 -0.1 -0.1
C -0.168500 -3.432800 4.054900 -0.5 0.1 -0.4
Si -1.485700 -3.410400 2.667300 0.0 -0.1 -0.1
C -2.782900 -2.029900 2.892400 0.6 -0.4 -0.1
C -2.416600 -5.082000 2.767600 0.4 0.6 -0.1
Se -0.473600 -3.231800 0.628900 0.0 -0.6 0.6
H -0.550300 -3.890500 4.962600 -0.1 -0.1 0.2
H 0.179900 -2.433800 4.295800 0.0 0.2 0.0
H 0.692700 -4.005400 3.723500 0.1 -0.1 -0.1
H -3.384800 -2.170500 3.784000 -0.1 -0.1 0.3
H -3.445400 -2.021000 2.031000 -0.1 -0.1 -0.2
H -2.315000 -1.051800 2.940000 0.1 0.2 0.1
H -2.750800 -5.285800 3.779400 -0.1 0.0 0.3
H -1.769800 -5.891400 2.452300 0.2 -0.2 -0.1
H -3.286800 -5.077700 2.120900 -0.2 0.0 -0.2
C 3.222700 -1.065700 -0.650400 -0.3 0.1 0.0
P 1.727900 -0.178400 -1.263100 1.5 -0.1 -0.7
C 2.389100 1.531700 -1.368000 -0.3 -0.3 0.1
C 1.782400 -0.670100 -3.033100 -0.2 0.0 0.4
H 4.106800 -0.820700 -1.238500 0.1 0.0 -0.1
H 3.029700 -2.135200 -0.700600 0.0 -0.1 0.0
H 3.375400 -0.782700 0.387100 0.0 0.0 0.1
H 3.256900 1.554900 -2.025500 0.1 0.0 0.0
H 2.672700 1.857600 -0.372000 0.0 0.1 0.1
H 1.611000 2.179900 -1.756100 -0.1 0.1 0.0
H 2.764500 -0.468700 -3.456000 0.1 0.0 0.0
H 1.027500 -0.111400 -3.575400 -0.1 0.0 -0.1
H 1.555800 -1.729900 -3.101400 0.0 -0.1 -0.1

=====

Entry 2:
30
Properties=species:S:1:pos:R:3:forces:R:3 method="wB97M-V/def2-TZVPD" relative_energy_kcal_mol=12.3 charge=0 gap_ev=9.7886 smiles="O=C(O)C[C@H](NC(=O)[C@@H]1CCCN1)C(=O)O" lumo_energy_ev=0.36
O 0.682854 2.204878 -0.873714 1.6 -0.3 1.1
C 1.749126 2.150562 -0.280543 -0.9 0.4 -1.3
O 2.317021 3.299895 0.176213 0.7 -0.8 0.7
C 2.610599 0.906751 -0.082364 -0.2 -0.5 -0.3
C 1.851242 -0.439273 -0.302760 1.5 0.4 -0.6
N 0.567761 -0.545807 0.371577 0.0 0.0 -0.3
C -0.395181 -1.417683 -0.011459 1.7 -0.8 -0.7
O -0.157958 -2.356565 -0.780131 0.2 0.1 0.0
C -1.775204 -1.228523 0.476280 -0.4 -0.1 0.5
C -2.596690 -0.817820 -0.763997 0.5 1.1 0.8
C -2.364044 0.723683 -0.791300 -1.4 -0.3 -0.3
C -2.524026 1.023024 0.682947 0.8 1.2 1.3
N -1.827672 -0.098738 1.386968 -0.4 1.0 -0.4
C 2.842330 -1.595994 0.118048 0.5 -0.5 -0.2
O 3.949788 -1.450377 0.609947 -1.7 0.3 -0.6
O 2.382495 -2.812653 -0.188353 -0.2 0.4 0.0
H 3.128630 3.070207 0.697870 -0.9 0.4 -0.7
H 2.991851 0.905664 0.944373 0.3 0.1 -0.2
H 3.489241 0.948788 -0.824585 -1.3 0.0 1.3
H 1.747727 -0.492881 -1.410443 -0.4 -0.4 0.7
H 0.229504 0.222159 0.927443 -0.1 0.1 0.2
H -2.082772 -2.175001 0.971722 0.0 0.5 -0.5
H -3.605939 -1.055395 -0.567665 -1.4 0.1 0.3
H -2.367098 -1.350971 -1.640051 0.8 -0.6 -1.1
H -1.393590 1.034366 -1.161446 0.3 -0.3 0.1
H -3.092860 1.297345 -1.412490 0.3 -0.6 0.5
H -3.554436 1.130142 1.028188 -0.3 -0.3 -0.4
H -2.063419 1.995297 0.969350 0.0 -0.6 -0.2
H -2.191400 -0.299641 2.302779 -0.2 -0.1 0.0
H 1.452134 -2.775444 -0.572408 0.4 0.2 0.3